Record 1
# C7H14NO

2 unconnected molecules or ions with the total composition C7H14NO (ωB97M-V/def2-TZVPD, the OMol25 dataset).

Output
- spin multiplicity = 1
- net charge = +1
- energy above the lowest of the compared OMol25 structures with the same formula, charge and spin (kcal per mole) = 152.29

Geometry as XYZ:
```
23
Properties=species:S:1:pos:R:3:forces:R:3
C 0.368483 0.360451 -0.344427 1.159 -0.595 -0.200
C 1.022075 1.160733 -1.491105 1.229 1.653 -2.648
C -2.600842 1.131693 0.704209 1.973 -1.459 0.858
C 3.021801 -1.235495 0.631814 1.549 0.917 -2.000
C -2.550930 -0.385088 0.929735 1.552 1.919 -0.934
C 2.968377 0.235268 0.102006 -0.202 0.656 0.165
C -2.145263 -1.205543 -0.187847 0.998 -1.288 0.482
N 1.649347 0.314650 -0.537462 -1.105 1.162 0.351
O -2.246471 -0.988464 -1.436641 -0.255 -0.165 0.616
H 1.075545 0.794988 -2.617285 -0.331 0.724 2.443
H 1.290157 2.302117 -1.376915 -1.040 -2.172 -0.178
H -3.596411 1.407262 0.467203 -0.542 0.906 -0.630
H -2.287857 1.496722 1.704043 -0.344 0.552 -0.939
H -1.747174 1.233648 -0.004742 -0.987 1.164 0.293
H 4.073032 -1.365346 1.038112 -1.777 -0.318 0.427
H 2.067616 -1.392440 1.186138 1.350 -0.202 0.236
H 2.997036 -1.856778 -0.309850 -0.093 0.337 1.087
H -2.110189 -0.561439 1.886520 0.904 -1.009 0.142
H -3.495991 -0.748180 1.048464 -3.388 -1.272 0.524
H 3.694927 0.625409 -0.699744 -0.768 -1.245 1.306
H 2.985066 1.030362 0.929953 -0.067 -1.234 -1.021
H -1.855793 -2.248702 0.054248 0.078 0.600 -0.492
H -2.576544 -0.105818 -1.676420 0.107 0.371 0.111
```
Positions in Å, forces in eV/Å.

Need the Mulliken charges? In units of e they are: number 1, C, carries -0.32; number 2, C, carries -0.53; number 3, C, carries -0.92; number 4, C, carries -0.94; number 5, C, carries -0.33; number 6, C, carries -0.36; number 7, C, carries -0.03; number 8, N, carries 0.22; number 9, O, carries -0.33; number 10, H, carries 0.22; number 11, H, carries 0.25; number 12, H, carries 0.34; number 13, H, carries 0.31; number 14, H, carries 0.27; number 15, H, carries 0.35; number 16, H, carries 0.28; number 17, H, carries 0.29; number 18, H, carries 0.37; number 19, H, carries 0.42; number 20, H, carries 0.32; number 21, H, carries 0.29; number 22, H, carries 0.38; number 23, H, carries 0.46

***

Record 2
# C5H10N2O

C5H10N2O in the gas phase (ωB97M-V/def2-TZVPD, the OMol25 dataset).

Output
- SMILES = C=C(C)/C(CN)=N\O
- spin multiplicity = 1
- energy above the lowest of the compared OMol25 structures with the same formula, charge and spin (kcal per mole) = 77.69

Geometry as XYZ:
```
18
Properties=species:S:1:pos:R:3:forces:R:3
C 1.434729 -1.252758 1.161918 -0.647 0.863 -0.047
C 0.273753 -0.995454 0.503422 1.064 -0.832 2.737
C -0.869741 -1.986817 0.533657 -0.630 -0.423 -0.519
C -0.106293 0.338852 -0.023721 -0.001 -1.603 -3.097
C -0.631039 1.499691 0.768593 1.108 0.446 0.008
N -0.002260 2.756673 0.401214 0.323 0.568 -1.168
N -0.131267 0.416283 -1.315696 -0.821 0.758 0.562
O 0.150638 -0.793716 -1.945580 0.359 -0.152 -0.202
H 2.226413 -0.521988 1.364553 -0.454 0.147 -0.609
H 1.666266 -2.157406 1.722643 -0.530 -0.283 -0.556
H -1.499495 -1.864153 -0.396870 0.726 -0.505 0.998
H -0.549048 -3.047453 0.706520 -0.142 0.972 -0.484
H -1.521021 -1.749582 1.390127 0.098 0.094 -0.230
H -1.706867 1.695088 0.673617 0.179 -0.741 0.131
H -0.324216 1.255714 1.765451 -0.465 0.131 0.963
H -0.137447 2.822625 -0.630956 0.522 0.280 1.098
H 1.010488 2.764686 0.602834 -0.814 -0.170 -0.331
H -0.043951 -0.679565 -2.895135 0.127 0.450 0.746
```
Positions in Å, forces in eV/Å.

Need the Mulliken charges? In units of e they are: number 1, C, carries -0.94; number 2, C, carries 0.63; number 3, C, carries -1.15; number 4, C, carries 0.34; number 5, C, carries -0.50; number 6, N, carries -0.64; number 7, N, carries -0.42; number 8, O, carries -0.39; number 9, H, carries 0.27; number 10, H, carries 0.30; number 11, H, carries 0.31; number 12, H, carries 0.35; number 13, H, carries 0.28; number 14, H, carries 0.24; number 15, H, carries 0.42; number 16, H, carries 0.28; number 17, H, carries 0.27; number 18, H, carries 0.37

***

Record 3
# C3H4O3

2 unconnected molecules or ions with the total composition C3H4O3 (ωB97M-V/def2-TZVPD, the OMol25 dataset).

Output
- spin multiplicity = 3
- energy above the lowest of the compared OMol25 structures with the same formula, charge and spin (kcal per mole) = 1.70
- <S²> = 2.0053

Geometry as XYZ:
```
10
Properties=species:S:1:pos:R:3:forces:R:3
C 3.821944 -0.014225 -0.090851 0.514 2.213 1.675
C 1.088860 -0.281309 -0.033430 -3.565 0.313 -2.714
C -0.266259 0.264744 -0.524615 0.445 -0.041 -1.122
O 3.973921 0.866802 0.610847 0.249 2.300 1.936
O 3.739089 -0.868186 -0.799965 -0.432 -4.513 -3.642
O 1.208003 -0.770818 1.119632 0.173 -2.332 5.801
H -0.454065 -0.095198 -1.587194 -0.003 0.347 1.326
H -0.023631 1.335749 -0.616939 -1.137 0.014 0.114
H -1.204888 0.017666 0.139465 2.108 0.517 -1.025
H 0.480043 -1.242492 1.701817 1.647 1.182 -2.349
```
Positions in Å, forces in eV/Å.

Need the Mulliken charges? In units of e they are: number 1, C, carries 0.71; number 2, C, carries 0.12; number 3, C, carries -0.72; number 4, O, carries -0.37; number 5, O, carries -0.30; number 6, O, carries -0.48; number 7, H, carries 0.23; number 8, H, carries 0.19; number 9, H, carries 0.29; number 10, H, carries 0.33

***

Record 4
# C16H24ClNO

C16H24ClNO in the gas phase (ωB97M-V/def2-TZVPD, the OMol25 dataset).

Output
- SMILES = CCCCCCCN(C(=O)CCl)c1ccccc1C
- spin multiplicity = 1
- energy above the lowest of the compared OMol25 structures with the same formula, charge and spin (kcal per mole) = 1.47

Geometry as XYZ:
```
43
Properties=species:S:1:pos:R:3:forces:R:3
C 2.771181 4.913615 -0.652618 -0.191 -0.019 0.146
C 1.930549 4.336328 0.480234 0.215 -0.102 0.042
C 2.129543 2.832663 0.678663 -0.264 0.122 -0.180
C 1.543096 2.003656 -0.461472 0.208 -0.086 0.160
C 1.782275 0.500150 -0.311286 -0.126 0.087 0.101
C 1.185239 -0.135286 0.945788 -0.111 0.040 -0.192
C -0.334836 -0.001452 1.049307 0.320 0.227 0.217
N -1.032400 -0.671618 -0.036538 0.214 -0.106 0.291
C -1.648654 0.057645 -0.994812 -0.234 -0.130 -0.241
O -1.665192 1.267601 -1.002672 -0.037 0.182 -0.090
C -2.333521 -0.800062 -2.059457 -0.160 0.310 -0.209
Cl -3.263391 0.222735 -3.169670 -0.017 -0.107 -0.041
C -1.058718 -2.093927 -0.001060 -0.024 -0.321 -0.067
C -0.115631 -2.815578 -0.722824 -0.029 -0.011 0.058
C -0.103002 -4.197006 -0.673456 0.050 -0.032 -0.057
C -1.037946 -4.862650 0.100766 -0.002 -0.045 0.007
C -1.980963 -4.145363 0.813113 0.033 0.017 -0.014
C -2.011349 -2.756295 0.776593 0.055 0.054 -0.052
C -3.047203 -2.005149 1.556807 0.016 0.007 0.014
H 3.825283 4.692194 -0.496582 0.134 -0.005 -0.026
H 2.470275 4.501890 -1.612076 0.030 -0.008 -0.146
H 2.651410 5.993831 -0.697531 0.042 0.096 -0.079
H 2.196204 4.848371 1.408760 -0.090 0.036 0.004
H 0.874377 4.532516 0.284134 -0.064 0.040 0.078
H 1.649684 2.548725 1.617580 0.057 -0.063 0.076
H 3.197847 2.619060 0.772803 0.075 -0.041 0.097
H 0.473968 2.200927 -0.547210 -0.026 0.048 -0.060
H 2.003841 2.313092 -1.401234 -0.059 0.044 -0.070
H 2.858952 0.309473 -0.305648 0.014 -0.050 -0.085
H 1.365737 0.003804 -1.191369 0.069 -0.087 -0.063
H 1.446128 -1.197220 0.961100 0.047 0.013 0.108
H 1.623557 0.321200 1.833838 0.023 -0.060 0.088
H -0.629402 1.048223 1.014026 -0.034 -0.101 0.086
H -0.669279 -0.435228 1.996785 -0.054 0.058 -0.039
H -1.590077 -1.339285 -2.647299 -0.097 -0.028 0.110
H -3.021789 -1.511200 -1.601912 0.128 0.005 -0.058
H 0.609624 -2.284786 -1.321311 0.075 0.098 -0.048
H 0.634266 -4.750199 -1.234877 0.065 -0.049 -0.055
H -1.034519 -5.941088 0.146581 -0.002 -0.101 0.003
H -2.713386 -4.667947 1.411194 -0.091 -0.057 0.053
H -2.737837 -1.908852 2.598040 -0.032 0.067 0.069
H -3.200146 -1.006455 1.154869 -0.061 0.056 0.041
H -3.993793 -2.541054 1.541932 -0.065 0.001 0.023
```
Positions in Å, forces in eV/Å.

Need the Mulliken charges? In units of e they are: number 1, C, carries -1.19; number 2, C, carries -0.55; number 3, C, carries -0.46; number 4, C, carries -0.51; number 5, C, carries -0.73; number 6, C, carries -0.94; number 7, C, carries -0.94; number 8, N, carries 0.70; number 9, C, carries 0.74; number 10, O, carries -0.66; number 11, C, carries -0.35; number 12, Cl, carries -0.18; number 13, C, carries -0.85; number 14, C, carries -0.07; number 15, C, carries -0.83; number 16, C, carries -0.64; number 17, C, carries -0.70; number 18, C, carries 1.20; number 19, C, carries -1.83; number 20, H, carries 0.28; number 21, H, carries 0.32; number 22, H, carries 0.38; number 23, H, carries 0.34; number 24, H, carries 0.30; number 25, H, carries 0.31; number 26, H, carries 0.25; number 27, H, carries 0.16; number 28, H, carries 0.36; number 29, H, carries 0.50; number 30, H, carries 0.24; number 31, H, carries 0.44; number 32, H, carries 0.51; number 33, H, carries 0.68; number 34, H, carries 0.28; number 35, H, carries 0.26; number 36, H, carries 0.25; number 37, H, carries 0.45; number 38, H, carries 0.42; number 39, H, carries 0.41; number 40, H, carries 0.46; number 41, H, carries 0.35; number 42, H, carries 0.32; number 43, H, carries 0.53